# C21H42O7S

3 unconnected molecules or ions with the total composition C21H42O7S (ωB97M-V/def2-TZVPD, OMol25).

As for the structure (SMILES): C=CC(=O)OCCCCCC[C@H]1CCCS(=O)(=O)O1.CCOCC.CCOCC. The total energy is -1749.9282 hartree.

Geometry as ORCA input:
```
! RIJCOSX wB97M-V def2-TZVPD def2/J DEFGRID3
* xyz 0 1
C -2.9282 -0.4932 2.3597
C -2.9740 -0.6032 3.7918
C -3.2266 -1.9188 4.6179
O -3.1908 -1.8203 5.8736
O -3.5000 -3.1998 4.0806
C -2.4603 -3.6458 3.1730
C -0.9727 -3.4782 3.7410
C 0.0109 -4.1199 2.6112
C 0.4669 -3.0168 1.5369
C 1.8964 -2.3636 1.8263
C 1.9815 -0.7858 1.5809
C 1.2600 -0.2661 0.2387
C 1.4597 -1.1980 -1.0474
C 1.4110 -0.2047 -2.3413
C 0.0425 0.6553 -2.3879
S -0.6541 1.0832 -0.7314
O -2.1741 0.9833 -0.7645
O -0.3448 2.5394 -0.4362
O -0.1557 0.0713 0.5046
H -2.0810 -1.0356 1.8095
H -3.7267 0.0565 1.7635
H -2.7821 0.3651 4.3787
H -2.6114 -4.7659 2.9687
H -2.5592 -3.1295 2.1577
H -0.7988 -3.9878 4.7408
H -0.6649 -2.3780 3.8100
H 0.8820 -4.6942 3.0630
H -0.6392 -4.9076 2.0759
H -0.3875 -2.2770 1.4184
H 0.5591 -3.5755 0.5334
H 2.7661 -2.8917 1.2885
H 2.1120 -2.5255 2.9480
H 1.5109 -0.2368 2.4606
H 3.0914 -0.4779 1.5710
H 1.7526 0.7464 -0.0211
H 2.4076 -1.8289 -1.0245
H 0.5034 -1.8350 -1.1432
H 2.3052 0.5071 -2.2999
H 1.4799 -0.8139 -3.3053
H -0.7380 0.0043 -2.9182
H 0.2805 1.6142 -2.9626
C -4.4233 -0.4345 -7.0109
C -3.2647 -0.5671 -6.0372
O -2.6018 0.6613 -5.7717
C -3.3945 1.6946 -5.1988
C -4.0014 1.3199 -3.8580
H -4.0791 -0.0092 -7.9588
H -4.8713 -1.4121 -7.2054
H -5.2065 0.2206 -6.6260
H -2.5167 -1.2363 -6.4698
H -3.5893 -1.0324 -5.1009
H -4.1670 2.0139 -5.9063
H -2.7324 2.5536 -5.0589
H -4.6797 0.4681 -3.9407
H -4.5657 2.1607 -3.4488
H -3.2155 1.0467 -3.1490
C 4.1883 3.6223 0.2646
C 3.4856 3.0750 1.4955
O 4.3288 2.2900 2.3257
C 5.4713 2.9415 2.8646
C 5.1323 4.1387 3.7360
H 4.6085 2.8051 -0.3310
H 3.4867 4.1858 -0.3554
H 5.0113 4.2891 0.5273
H 2.6712 2.4209 1.1748
H 3.0250 3.8799 2.0764
H 6.1605 3.2214 2.0609
H 5.9944 2.1988 3.4734
H 4.6130 4.9185 3.1757
H 6.0430 4.5752 4.1521
H 4.4797 3.8384 4.5600
*
```

# C21H43BrNO9P

5 unconnected molecules or ions with the total composition C21H43BrNO9P (ωB97M-V/def2-TZVPD, OMol25).

As for the structure (SMILES): CCCO[C@@H](OC)[C@H](NCOC(C)=O)P(O)Br.CC(C)=O.CC(C)=O.CC(C)=O.CC(C)=O. The total energy is -4473.1490 hartree.

Geometry as ORCA input:
```
! RIJCOSX wB97M-V def2-TZVPD def2/J DEFGRID3
* xyz 0 1
C -1.6514 -0.8198 -1.9408
C -0.8226 0.3183 -2.6957
C -0.6778 1.6920 -1.8907
O -1.3404 1.7097 -0.6087
C -1.0845 2.9586 0.0645
O -2.2417 3.5398 0.6720
C -3.4708 3.1454 0.0147
C 0.0168 2.7918 1.2602
N -0.7064 2.9816 2.5541
C -0.0336 2.3136 3.6894
O -0.3475 0.8748 3.6083
C -0.3259 0.4611 4.9766
C -1.7520 0.0848 5.6052
O 0.6982 0.3916 5.6638
P 1.2212 4.2431 1.0854
O 2.3582 4.2474 2.3843
Br 2.4232 3.8677 -0.8158
H -1.4658 -1.7894 -2.5325
H -2.7859 -0.6691 -1.9785
H -1.2640 -1.0301 -0.8912
H 0.2418 -0.1070 -2.8535
H -1.2963 0.5112 -3.7147
H -1.1231 2.5290 -2.5447
H 0.4467 1.9215 -1.8218
H -0.7012 3.7159 -0.7166
H -3.4639 3.4898 -1.0737
H -3.7393 2.0547 0.1464
H -4.3059 3.7382 0.5291
H 0.5044 1.7605 1.2425
H -0.7412 3.9881 2.7809
H -0.4466 2.7830 4.6482
H 1.0970 2.4010 3.6361
H -2.1167 -0.8356 5.0380
H -1.5486 -0.2342 6.6722
H -2.4986 0.9363 5.5566
H 2.7504 3.3431 2.4225
C 3.0973 -2.7891 -1.9286
C 1.7807 -2.9572 -2.6334
O 1.1957 -2.0058 -3.1197
C 1.2121 -4.3488 -2.7159
H 3.3850 -1.7361 -1.9456
H 3.0062 -3.1097 -0.8892
H 3.8677 -3.3714 -2.4393
H 1.0375 -4.7388 -1.7111
H 1.9002 -4.9995 -3.2596
H 0.2606 -4.3201 -3.2508
C 7.0630 -3.1192 -5.8427
C 5.7596 -3.0375 -5.0933
O 5.5600 -3.7075 -4.0988
C 4.7129 -2.0934 -5.6235
H 7.7201 -3.8371 -5.3485
H 6.8830 -3.4557 -6.8658
H 7.5513 -2.1425 -5.8469
H 4.4287 -2.3845 -6.6369
H 5.0969 -1.0713 -5.6178
H 3.8278 -2.1380 -4.9854
C 3.6948 -1.4604 3.0672
C 2.5004 -1.8411 2.2332
O 2.6191 -2.1459 1.0618
C 1.1555 -1.8293 2.9062
H 4.5962 -1.5126 2.4534
H 3.5804 -0.4387 3.4357
H 3.8001 -2.1537 3.9040
H 0.9297 -0.8245 3.2663
H 1.1489 -2.5397 3.7361
H 0.3884 -2.1239 2.1870
C -8.1678 2.3012 0.7333
C -6.8366 1.6900 1.0820
O -5.8070 2.0807 0.5658
C -6.8294 0.5761 2.0949
H -8.0210 3.0894 -0.0073
H -8.8264 1.5404 0.3092
H -8.6213 2.7385 1.6252
H -7.4286 -0.2612 1.7312
H -7.2234 0.9369 3.0473
H -5.8045 0.2327 2.2476
*
```

# C21H43MoN2P3Se

A molecular structure, C21H43MoN2P3Se (ωB97M-V/def2-TZVPD, OMol25).

The calculation puts the energy above the lowest of the compared OMol25 structures with the same formula, charge and spin at 0.164 eV.

Geometry as ORCA input:
```
! RIJCOSX wB97M-V def2-TZVPD def2/J DEFGRID3
* xyz 4 3
Mo 1.3384 0.1371 -0.0791
P 2.2966 0.8823 1.9093
P 1.4276 2.3087 -1.1431
P 0.9329 -2.3548 0.0224
H -3.4600 -0.8656 -2.3907
C -2.6724 -1.6273 -2.4900
C -2.8756 -2.8774 -1.7934
H -2.6870 -3.8209 -2.3019
C 4.0201 1.5154 1.7994
C 1.4690 2.2751 2.7731
C 2.4884 -0.3802 3.2227
C 0.8952 2.2648 -2.8907
C 0.4203 3.6711 -0.4498
C 3.0741 3.1027 -1.2970
C 0.6057 -3.1417 -1.5970
C -0.4206 -3.1012 1.0063
C 2.4039 -3.2789 0.6155
H -2.3102 -1.7121 -3.5290
H -3.3472 -2.8730 -0.8129
H 4.4903 1.3647 2.7810
H 4.0197 2.5856 1.5591
H 4.5962 0.9727 1.0386
H 1.4957 2.0816 3.8543
H 0.4265 2.3992 2.4556
H 2.0126 3.2046 2.5572
H 3.3480 -0.0967 3.8459
H 2.6717 -1.3697 2.7859
H 1.5884 -0.4230 3.8483
H 1.0748 3.2551 -3.3325
H -0.1727 2.0270 -2.9662
H 1.4592 1.5053 -3.4454
H 0.4886 4.5347 -1.1262
H 0.7897 3.9527 0.5436
H -0.6290 3.3679 -0.3608
H 2.9781 3.9352 -2.0087
H 3.8163 2.3874 -1.6737
H 3.4120 3.4918 -0.3293
H 0.8215 -4.2159 -1.5149
H 1.2395 -2.7063 -2.3772
H -0.4515 -3.0052 -1.8660
H -0.3955 -4.1941 0.8844
H -1.3922 -2.7310 0.6537
H -0.2982 -2.8657 2.0694
H 2.2444 -4.3465 0.4062
H 2.5355 -3.1370 1.6953
H 3.3096 -2.9377 0.0957
C 3.2419 -0.8190 -3.0290
C 2.0828 -0.8953 -3.7948
C 2.1770 -1.2432 -5.1544
C 3.4277 -1.5013 -5.7247
C 4.5897 -1.4168 -4.9432
C 4.4977 -1.0714 -3.5896
Se 3.2728 -0.3624 -1.0198
H -1.6119 -1.0847 -1.8147
H 1.1003 -0.6991 -3.3509
H 1.2712 -1.3135 -5.7600
H 3.5004 -1.7703 -6.7808
H 5.5653 -1.6211 -5.3866
H 5.3862 -0.9993 -2.9619
C -1.0463 -0.1512 2.8164
C -1.5099 0.3274 1.5015
N -0.8158 0.4930 0.3727
C -1.7209 0.9495 -0.5961
C -2.9539 1.0682 -0.0255
N -2.8008 0.6788 1.2944
H -0.4728 0.6249 3.3407
H -1.9259 -0.3919 3.4305
H -0.4440 -1.0601 2.7133
H -1.3939 1.1606 -1.6055
H -3.8923 1.3843 -0.4525
H -3.5215 0.6516 2.0108
*
```

Copy entry 3 word for word.
# C21H43MoN2P3Se

A molecular structure, C21H43MoN2P3Se (ωB97M-V/def2-TZVPD, OMol25).

The calculation puts the energy above the lowest of the compared OMol25 structures with the same formula, charge and spin at 0.164 eV.

Geometry as ORCA input:
```
! RIJCOSX wB97M-V def2-TZVPD def2/J DEFGRID3
* xyz 4 3
Mo 1.3384 0.1371 -0.0791
P 2.2966 0.8823 1.9093
P 1.4276 2.3087 -1.1431
P 0.9329 -2.3548 0.0224
H -3.4600 -0.8656 -2.3907
C -2.6724 -1.6273 -2.4900
C -2.8756 -2.8774 -1.7934
H -2.6870 -3.8209 -2.3019
C 4.0201 1.5154 1.7994
C 1.4690 2.2751 2.7731
C 2.4884 -0.3802 3.2227
C 0.8952 2.2648 -2.8907
C 0.4203 3.6711 -0.4498
C 3.0741 3.1027 -1.2970
C 0.6057 -3.1417 -1.5970
C -0.4206 -3.1012 1.0063
C 2.4039 -3.2789 0.6155
H -2.3102 -1.7121 -3.5290
H -3.3472 -2.8730 -0.8129
H 4.4903 1.3647 2.7810
H 4.0197 2.5856 1.5591
H 4.5962 0.9727 1.0386
H 1.4957 2.0816 3.8543
H 0.4265 2.3992 2.4556
H 2.0126 3.2046 2.5572
H 3.3480 -0.0967 3.8459
H 2.6717 -1.3697 2.7859
H 1.5884 -0.4230 3.8483
H 1.0748 3.2551 -3.3325
H -0.1727 2.0270 -2.9662
H 1.4592 1.5053 -3.4454
H 0.4886 4.5347 -1.1262
H 0.7897 3.9527 0.5436
H -0.6290 3.3679 -0.3608
H 2.9781 3.9352 -2.0087
H 3.8163 2.3874 -1.6737
H 3.4120 3.4918 -0.3293
H 0.8215 -4.2159 -1.5149
H 1.2395 -2.7063 -2.3772
H -0.4515 -3.0052 -1.8660
H -0.3955 -4.1941 0.8844
H -1.3922 -2.7310 0.6537
H -0.2982 -2.8657 2.0694
H 2.2444 -4.3465 0.4062
H 2.5355 -3.1370 1.6953
H 3.3096 -2.9377 0.0957
C 3.2419 -0.8190 -3.0290
C 2.0828 -0.8953 -3.7948
C 2.1770 -1.2432 -5.1544
C 3.4277 -1.5013 -5.7247
C 4.5897 -1.4168 -4.9432
C 4.4977 -1.0714 -3.5896
Se 3.2728 -0.3624 -1.0198
H -1.6119 -1.0847 -1.8147
H 1.1003 -0.6991 -3.3509
H 1.2712 -1.3135 -5.7600
H 3.5004 -1.7703 -6.7808
H 5.5653 -1.6211 -5.3866
H 5.3862 -0.9993 -2.9619
C -1.0463 -0.1512 2.8164
C -1.5099 0.3274 1.5015
N -0.8158 0.4930 0.3727
C -1.7209 0.9495 -0.5961
C -2.9539 1.0682 -0.0255
N -2.8008 0.6788 1.2944
H -0.4728 0.6249 3.3407
H -1.9259 -0.3919 3.4305
H -0.4440 -1.0601 2.7133
H -1.3939 1.1606 -1.6055
H -3.8923 1.3843 -0.4525
H -3.5215 0.6516 2.0108
*
```

Q: Number 1 is which compound?
A: C21H42O7S

Please write out number 2 again, unchanged.
# C21H43BrNO9P

5 unconnected molecules or ions with the total composition C21H43BrNO9P (ωB97M-V/def2-TZVPD, OMol25).

As for the structure (SMILES): CCCO[C@@H](OC)[C@H](NCOC(C)=O)P(O)Br.CC(C)=O.CC(C)=O.CC(C)=O.CC(C)=O. The total energy is -4473.1490 hartree.

Geometry as ORCA input:
```
! RIJCOSX wB97M-V def2-TZVPD def2/J DEFGRID3
* xyz 0 1
C -1.6514 -0.8198 -1.9408
C -0.8226 0.3183 -2.6957
C -0.6778 1.6920 -1.8907
O -1.3404 1.7097 -0.6087
C -1.0845 2.9586 0.0645
O -2.2417 3.5398 0.6720
C -3.4708 3.1454 0.0147
C 0.0168 2.7918 1.2602
N -0.7064 2.9816 2.5541
C -0.0336 2.3136 3.6894
O -0.3475 0.8748 3.6083
C -0.3259 0.4611 4.9766
C -1.7520 0.0848 5.6052
O 0.6982 0.3916 5.6638
P 1.2212 4.2431 1.0854
O 2.3582 4.2474 2.3843
Br 2.4232 3.8677 -0.8158
H -1.4658 -1.7894 -2.5325
H -2.7859 -0.6691 -1.9785
H -1.2640 -1.0301 -0.8912
H 0.2418 -0.1070 -2.8535
H -1.2963 0.5112 -3.7147
H -1.1231 2.5290 -2.5447
H 0.4467 1.9215 -1.8218
H -0.7012 3.7159 -0.7166
H -3.4639 3.4898 -1.0737
H -3.7393 2.0547 0.1464
H -4.3059 3.7382 0.5291
H 0.5044 1.7605 1.2425
H -0.7412 3.9881 2.7809
H -0.4466 2.7830 4.6482
H 1.0970 2.4010 3.6361
H -2.1167 -0.8356 5.0380
H -1.5486 -0.2342 6.6722
H -2.4986 0.9363 5.5566
H 2.7504 3.3431 2.4225
C 3.0973 -2.7891 -1.9286
C 1.7807 -2.9572 -2.6334
O 1.1957 -2.0058 -3.1197
C 1.2121 -4.3488 -2.7159
H 3.3850 -1.7361 -1.9456
H 3.0062 -3.1097 -0.8892
H 3.8677 -3.3714 -2.4393
H 1.0375 -4.7388 -1.7111
H 1.9002 -4.9995 -3.2596
H 0.2606 -4.3201 -3.2508
C 7.0630 -3.1192 -5.8427
C 5.7596 -3.0375 -5.0933
O 5.5600 -3.7075 -4.0988
C 4.7129 -2.0934 -5.6235
H 7.7201 -3.8371 -5.3485
H 6.8830 -3.4557 -6.8658
H 7.5513 -2.1425 -5.8469
H 4.4287 -2.3845 -6.6369
H 5.0969 -1.0713 -5.6178
H 3.8278 -2.1380 -4.9854
C 3.6948 -1.4604 3.0672
C 2.5004 -1.8411 2.2332
O 2.6191 -2.1459 1.0618
C 1.1555 -1.8293 2.9062
H 4.5962 -1.5126 2.4534
H 3.5804 -0.4387 3.4357
H 3.8001 -2.1537 3.9040
H 0.9297 -0.8245 3.2663
H 1.1489 -2.5397 3.7361
H 0.3884 -2.1239 2.1870
C -8.1678 2.3012 0.7333
C -6.8366 1.6900 1.0820
O -5.8070 2.0807 0.5658
C -6.8294 0.5761 2.0949
H -8.0210 3.0894 -0.0073
H -8.8264 1.5404 0.3092
H -8.6213 2.7385 1.6252
H -7.4286 -0.2612 1.7312
H -7.2234 0.9369 3.0473
H -5.8045 0.2327 2.2476
*
```